# 1
Entry from the Open Molecules 2025 dataset: a structure of composition C40H45AsHfN6PS (ωB97M-V with the def2-TZVPD basis set).

The geometry in ORCA input format:
```
! RIJCOSX wB97M-V def2-TZVPD def2/J DEFGRID3
* xyz 3 1
Hf -0.7453 0.3240 0.6161
C 3.5364 1.5961 1.2293
C 3.9479 2.0201 -0.0267
C 3.1316 1.7816 -1.1210
C 1.9238 1.1284 -0.9324
N 1.5060 0.7642 0.2938
C 2.3047 0.9832 1.3428
C 1.0389 0.7013 -2.0416
C 1.4301 0.6448 -3.3716
C 0.5895 0.0224 -4.2800
C -0.5955 -0.5502 -3.8439
C -0.9435 -0.4238 -2.5066
N -0.1468 0.2220 -1.6451
C -2.1693 -0.9987 -1.9094
C -3.1755 -1.5622 -2.6791
C -4.3146 -2.0489 -2.0650
C -4.4372 -1.9282 -0.6885
C -3.4071 -1.3376 0.0107
N -2.2681 -0.9114 -0.5636
H 4.1562 1.7280 2.1042
H 4.9014 2.5144 -0.1559
H 3.4414 2.0817 -2.1114
H 1.9415 0.6533 2.3113
H 2.3866 1.0332 -3.6880
H 0.8764 -0.0551 -5.3198
H -1.2213 -1.0947 -4.5340
H -3.0783 -1.6098 -3.7525
H -5.1072 -2.4916 -2.6525
H -5.3227 -2.2582 -0.1654
H -3.5233 -1.1564 1.0726
N -1.0519 -1.4232 2.2331
C -0.1978 -2.5541 2.6107
C -0.3254 -3.1091 3.8771
C 0.4213 -4.2300 4.1981
C 1.2694 -4.8053 3.2573
C 1.3917 -4.2425 2.0013
C 0.6701 -3.0920 1.6742
P 0.7642 -2.2567 0.0834
C 2.5424 -2.0598 -0.2493
C 3.4771 -2.1488 0.7822
C 4.8262 -1.9426 0.5303
C 5.2585 -1.6317 -0.7502
C 4.3337 -1.5168 -1.7797
C 2.9863 -1.7234 -1.5305
C 0.1812 -3.5274 -1.0929
C 1.0347 -4.3010 -1.8817
C 0.5318 -5.3331 -2.6604
C -0.8232 -5.6274 -2.6470
C -1.6749 -4.8966 -1.8303
C -1.1751 -3.8594 -1.0609
H -1.2839 -0.9071 3.0778
H -1.9312 -1.8450 1.9349
H -1.0100 -2.6829 4.6005
H 0.3296 -4.6686 5.1820
H 1.8311 -5.6933 3.5100
H 2.0533 -4.6881 1.2686
H 3.1648 -2.4056 1.7868
H 5.5419 -2.0440 1.3352
H 6.3124 -1.4930 -0.9489
H 4.6669 -1.2892 -2.7838
H 2.2824 -1.6512 -2.3506
H 2.1002 -4.1283 -1.8801
H 1.2082 -5.9237 -3.2629
H -1.2086 -6.4406 -3.2463
H -2.7256 -5.1485 -1.7767
H -1.8525 -3.3414 -0.3913
C -4.8447 4.1356 -0.9921
As -3.1077 3.8097 -0.2465
C -3.1756 4.4687 1.5600
C -1.8544 4.8695 -1.2532
S -2.7946 1.6896 -0.5013
H -5.0329 5.2091 -0.9991
H -5.5929 3.6318 -0.3829
H -4.8725 3.7464 -2.0075
H -3.3272 5.5476 1.5151
H -2.2580 4.2450 2.0937
H -4.0186 4.0045 2.0691
H -1.9645 5.9174 -0.9772
H -2.0780 4.7487 -2.3120
H -0.8431 4.5237 -1.0516
C 1.9776 5.3344 1.1074
N 0.9447 4.5698 1.8167
C 0.5281 5.0242 3.1506
C 0.3661 3.5598 1.2531
N -0.1550 2.6475 0.7529
H 1.6309 6.3541 0.9412
H 2.1848 4.8604 0.1509
H 2.8867 5.3559 1.7077
H 0.1301 6.0366 3.0870
H 1.3883 5.0144 3.8185
H -0.2337 4.3539 3.5424
C -1.5045 1.1894 2.5708
H -1.7827 2.2388 2.5335
H -0.7607 1.0942 3.3788
H -2.4118 0.6792 2.9266
*
```

Results
ΔE to the lowest compared entry with this formula, charge and spin: 0.162 eV
Kohn-Sham gap: 7.295 eV
Lowest unoccupied orbital energy: -8.35 eV

***

# 2
Entry from the Open Molecules 2025 dataset: a structure of composition C40H45AsIrO4P2S2 in a non-equilibrium geometry (ωB97M-V with the def2-TZVPD basis set).

The geometry in ORCA input format:
```
! RIJCOSX wB97M-V def2-TZVPD def2/J DEFGRID3
* xyz 0 6
Ir 0.5360 1.2314 1.3209
C -5.5873 -0.4061 0.1574
C -4.7868 -0.2449 1.4294
O -4.2315 1.0795 1.4440
P -2.8842 1.4660 2.2381
S -0.1915 2.8871 2.4990
S -1.4721 0.0678 1.4479
O -3.2798 0.7802 3.6855
C -2.2843 0.7232 4.7072
C -2.9640 0.3812 6.0115
H -6.0845 -1.3770 0.1488
H -4.9347 -0.3385 -0.7139
H -6.3444 0.3745 0.0840
H -3.9767 -0.9779 1.4727
H -5.4079 -0.3711 2.3166
H -1.7665 1.6873 4.7765
H -1.5427 -0.0327 4.4332
H -3.7003 1.1412 6.2710
H -2.2242 0.3242 6.8110
H -3.4712 -0.5806 5.9355
O 3.2693 1.5249 2.5798
C 2.6189 2.1250 1.7290
C 2.9093 3.2167 0.8901
C 4.1432 3.9238 1.1019
C 4.4664 5.0088 0.3369
C 3.6122 5.4562 -0.6910
C 2.4387 4.7654 -0.9323
C 2.0667 3.6667 -0.1650
P 0.6546 2.6229 -0.6065
C 1.1186 1.9519 -2.2469
C 1.8703 0.7784 -2.2717
C 2.3451 0.2723 -3.4728
C 2.0610 0.9244 -4.6639
C 1.3103 2.0933 -4.6484
C 0.8475 2.6099 -3.4455
C -0.7495 3.7327 -0.9010
C -1.8072 3.3271 -1.7165
C -2.9380 4.1181 -1.8474
C -3.0288 5.3193 -1.1578
C -1.9859 5.7260 -0.3398
C -0.8508 4.9387 -0.2100
H 4.8013 3.5826 1.8892
H 5.3966 5.5302 0.5255
H 3.8752 6.3162 -1.2904
H 1.7873 5.0810 -1.7407
H 2.0832 0.2622 -1.3428
H 2.9349 -0.6360 -3.4753
H 2.4255 0.5270 -5.6021
H 1.0913 2.6102 -5.5736
H 0.2748 3.5290 -3.4427
H -1.7460 2.3866 -2.2447
H -3.7504 3.7917 -2.4837
H -3.9128 5.9357 -1.2562
H -2.0536 6.6600 0.2022
H -0.0359 5.2595 0.4271
C 2.0184 -1.4252 2.9567
C 2.1222 -1.4754 1.4628
O 1.6142 -0.6010 0.7630
C 2.8304 -2.6016 0.7998
C 3.6901 -3.4288 1.5130
C 4.3077 -4.4980 0.8833
C 4.0477 -4.7548 -0.4570
C 3.1835 -3.9325 -1.1715
C 2.5867 -2.8527 -0.5468
H 1.2683 -0.6906 3.2479
H 2.9799 -1.1045 3.3663
H 1.7746 -2.4064 3.3631
H 3.8847 -3.2376 2.5608
H 4.9850 -5.1341 1.4370
H 4.5169 -5.5988 -0.9451
H 2.9721 -4.1420 -2.2119
H 1.8973 -2.2062 -1.0773
C -0.3960 -2.3120 -3.2416
As -0.8561 -1.4058 -1.5532
C -2.2911 -0.2993 -2.2904
C -2.0021 -2.8614 -0.8767
C -1.1627 -3.9608 -0.3027
C -0.9215 -5.1316 -1.0141
C -0.0977 -6.1250 -0.4984
C 0.4897 -5.9669 0.7475
C 0.2436 -4.8074 1.4745
C -0.5654 -3.8118 0.9508
H -1.2810 -2.4886 -3.8542
H 0.0762 -3.2704 -3.0165
H 0.3111 -1.6968 -3.7978
H -3.1041 -0.9194 -2.6715
H -1.8781 0.2833 -3.1144
H -2.6724 0.3741 -1.5228
H -2.6158 -3.2140 -1.7066
H -2.6522 -2.4284 -0.1139
H -1.3852 -5.2676 -1.9845
H 0.0777 -7.0280 -1.0695
H 1.1280 -6.7406 1.1533
H 0.6898 -4.6828 2.4534
H -0.7586 -2.9016 1.5161
*
```

Results
ΔE to the lowest compared entry with this formula, charge and spin: 0.405 eV
Kohn-Sham gap (alpha / beta): 4.997 / 6.266 eV
Lowest unoccupied orbital energy (alpha / beta): -0.36 / -1.79 eV